(1)
Molecular formula: C4H9NO2
Method: DFT, ωB97M-V/def2-TZVPD

HOMO level (eV): -9.7280
SMILES: C[C@H](O)[C@@H](N)C=O
Net charge: 0
Energy relative to the best compared isomer or geometry (same formula, charge and spin) (eV): 3.1144
Multiplicity: 1
Largest force on an atom (eV/Å): 3.7

Last column: Löwdin charge in e.
Geometry (Å):
1 O 0.90 1.82 2.08  0.037
2 C 0.41 1.97 0.96  -0.191
3 C -0.11 0.82 -0.02  -0.337
4 C 0.68 -0.48 -0.15  -0.397
5 C -0.12 -1.28 -1.26  -0.045
6 O 0.63 -1.23 1.06  -0.040
7 N -1.47 0.45 0.45  0.017
8 H 0.24 3.06 0.42  0.152
9 H -0.22 1.39 -1.07  0.163
10 H 1.67 -0.28 -0.57  0.136
11 H -1.10 -1.30 -0.95  0.022
12 H 0.30 -2.29 -1.52  0.097
13 H -0.06 -0.69 -2.21  0.095
14 H 1.15 -2.02 0.78  0.116
15 H -1.54 -0.59 0.50  0.067
16 H -1.37 0.65 1.51  0.109



(2)
Molecular formula: C5H11NO
Method: DFT, ωB97M-V/def2-TZVPD

HOMO level (eV): -8.2177
SMILES: C=CC/C=C/N.O
Net charge: 0
Energy relative to the best compared isomer or geometry (same formula, charge and spin) (eV): 2.8975
Multiplicity: 1
Largest force on an atom (eV/Å): 2.1

Last column: Löwdin charge in e.
Geometry (Å):
1 C -0.98 -0.06 0.08  -0.126
2 C -0.69 -1.00 1.00  -0.227
3 N 0.31 -2.01 0.89  0.044
4 C -1.09 1.38 0.58  -0.232
5 C -0.46 2.38 -0.33  -0.217
6 C -0.81 3.64 -0.55  -0.018
7 H -0.80 -0.18 -0.99  0.097
8 H -1.02 -0.76 2.00  0.106
9 H -0.07 -2.88 1.27  0.076
10 H 0.49 -2.17 -0.10  0.062
11 H -0.59 1.61 1.52  0.115
12 H -2.16 1.59 0.73  0.114
13 H 0.54 2.23 -0.74  0.101
14 H -0.17 4.25 -1.18  0.050
15 H -1.75 4.10 -0.27  0.052
16 H 3.52 -3.45 -0.92  0.037
17 H 2.72 -2.27 -1.25  0.033
18 O 2.71 -3.23 -1.40  -0.067



(3)
Molecular formula: C3H4N2O
Method: DFT, ωB97M-V/def2-TZVPD

HOMO level (eV): -8.8005
Net charge: 0
Energy relative to the best compared isomer or geometry (same formula, charge and spin) (eV): 4.9035
Multiplicity: 1
Largest force on an atom (eV/Å): 0.6

Last column: Löwdin charge in e.
Geometry (Å):
1 O -2.31 -0.25 0.49  0.027
2 C -2.05 -0.21 -0.78  -0.044
3 C -0.78 0.55 -1.04  -0.144
4 N 0.23 0.43 -0.30  0.079
5 C 1.27 -0.04 0.42  -0.352
6 N 1.80 -1.17 0.18  0.061
7 H -1.63 0.22 1.03  0.116
8 H -0.71 1.12 -1.98  0.107
9 H 1.60 0.68 1.18  0.122
10 H 2.59 -1.31 0.80  0.029



(4)
Molecular formula: C39H44N5O3SSiTi
Method: DFT, ωB97M-V/def2-TZVPD

HOMO level (eV): -4.2940
Net charge: -1
Multiplicity: 1
Largest force on an atom (eV/Å): 1.2

Last column: Löwdin charge in e.
Geometry (Å):
1 Ti 0.19 -0.02 0.02  0.958
2 C -2.70 -0.92 2.07  -0.157
3 Si -1.18 -0.48 3.05  0.421
4 C -1.65 0.95 4.19  -0.168
5 C -0.85 -2.05 4.05  -0.168
6 N 0.23 -0.03 2.12  -0.122
7 C 1.41 0.15 2.80  -0.295
8 C 1.58 0.12 4.20  -0.062
9 C 2.82 0.32 4.80  -0.107
10 C 3.95 0.56 4.04  -0.113
11 C 3.83 0.59 2.66  -0.031
12 C 2.60 0.38 2.08  -0.214
13 O 2.39 0.47 0.71  -0.103
14 C 3.49 0.25 -0.12  -0.281
15 C 3.92 1.29 -0.93  -0.017
16 C 4.99 1.08 -1.79  -0.078
17 C 5.61 -0.16 -1.84  -0.098
18 C 5.16 -1.19 -1.01  -0.071
19 C 4.10 -0.99 -0.15  -0.010
20 H -3.33 -1.51 2.75  0.037
21 H -2.47 -1.54 1.20  0.031
22 H -3.30 -0.07 1.74  0.020
23 H -2.16 0.61 5.09  0.025
24 H -2.33 1.63 3.67  0.017
25 H -0.78 1.53 4.49  0.018
26 H -1.35 -2.02 5.02  0.026
27 H 0.21 -2.24 4.23  0.021
28 H -1.24 -2.90 3.50  0.025
29 H 0.73 -0.07 4.84  0.075
30 H 2.89 0.28 5.88  0.095
31 H 4.92 0.71 4.50  0.090
32 H 4.69 0.79 2.03  0.120
33 H 3.42 2.25 -0.88  0.110
34 H 5.32 1.88 -2.43  0.100
35 H 6.44 -0.33 -2.51  0.095
36 H 5.64 -2.16 -1.06  0.105
37 H 3.71 -1.79 0.47  0.135
38 C 2.28 3.66 1.81  -0.067
39 C 0.76 3.72 1.63  -0.189
40 C 0.35 4.28 0.29  -0.177
41 C 0.12 5.64 0.16  -0.051
42 C -0.25 6.19 -1.06  -0.087
43 C -0.43 5.36 -2.15  -0.060
44 C -0.23 3.98 -2.07  -0.151
45 C -0.62 3.18 -3.30  -0.182
46 C -2.13 3.24 -3.55  -0.072
47 C 0.21 3.46 -0.85  -0.159
48 N 0.44 2.07 -0.65  -0.013
49 C 0.89 1.21 -1.46  -0.120
50 C 1.08 -1.58 -0.86  -0.311
51 C 1.65 -2.67 -1.50  -0.150
52 C 0.87 -3.79 -1.14  -0.132
53 C -0.15 -3.34 -0.31  -0.197
54 N 0.01 -2.00 -0.14  -0.125
55 H 2.54 3.27 2.79  0.074
56 H 2.73 4.65 1.69  0.077
57 H 2.73 3.00 1.07  0.051
58 H 0.34 4.35 2.41  0.111
59 H 0.35 2.72 1.75  0.083
60 H 0.23 6.27 1.04  0.109
61 H -0.42 7.26 -1.15  0.095
62 H -0.76 5.78 -3.09  0.110
63 H -0.33 2.14 -3.22  0.070
64 H -0.08 3.58 -4.16  0.119
65 H -2.68 2.70 -2.78  0.065
66 H -2.37 2.78 -4.51  0.056
67 H -2.49 4.27 -3.57  0.066
68 H 1.50 1.48 -2.33  0.084
69 H 2.52 -2.68 -2.14  0.071
70 H 1.02 -4.82 -1.45  0.072
71 H -0.95 -3.89 0.16  0.079
72 N -2.53 -1.39 -2.90  0.112
73 C -1.66 -0.87 -3.81  -0.671
74 N -0.39 -0.81 -3.62  0.135
75 C 0.25 -0.29 -4.72  -0.323
76 C 1.62 -0.08 -4.82  -0.025
77 C 2.13 0.51 -5.96  -0.099
78 C 1.29 0.90 -7.01  -0.116
79 C -0.08 0.69 -6.93  -0.110
80 C -0.59 0.09 -5.78  -0.490
81 S -2.24 -0.29 -5.37  1.045
82 H -2.05 -1.58 -2.03  0.081
83 H -3.35 -0.82 -2.72  0.073
84 H 2.26 -0.38 -3.99  0.109
85 H 3.20 0.68 -6.04  0.094
86 H 1.71 1.36 -7.89  0.091
87 H -0.73 0.99 -7.74  0.099
88 C -2.65 2.23 0.42  0.010
89 C -2.71 1.02 -0.49  -0.662
90 O -3.70 0.81 -1.18  0.023
91 O -1.66 0.25 -0.48  -0.182
92 H -3.63 2.41 0.86  0.087
93 H -2.39 3.10 -0.18  0.079
94 H -1.90 2.12 1.21  0.058



no.,orbital gap (hartree),LUMO level (eV)
1,0.3827,0.686
2,0.3304,0.772
3,0.2957,-0.754
4,0.2503,2.517